Entry 1:
This record from the OMol25 dataset describes a single C4H3ClN2 molecule. The level of theory is ωB97M-V with the def2-TZVPD basis set.

XYZ file:
```
10
C4H3ClN2, DFT ωB97M-V with the def2-TZVPD basis set
Cl -2.899 -0.210 -0.192
N 0.507 1.017 0.909
N 1.306 0.727 -0.010
C -0.729 0.635 1.024
C -1.140 -0.043 -0.187
C -0.232 -0.670 -0.890
C 1.178 -0.501 -0.716
H 1.941 -0.322 -1.566
H -1.469 0.804 1.734
H 1.536 -1.437 -0.106
```

## Properties
total energy	-723.7007	Eh
HOMO-LUMO gap (alpha / beta)	8.665 / 7.033	eV
energy relative to the best compared isomer or geometry (same formula, charge and spin)	27.22	kcal/mol
multiplicity	3



Entry 2:
This record from the OMol25 dataset describes 2 unconnected molecules or ions with the total composition C4H3ClO2. The level of theory is ωB97M-V with the def2-TZVPD basis set.

XYZ file:
```
10
C4H3ClO2, DFT ωB97M-V with the def2-TZVPD basis set
Cl 2.018 1.471 0.647
O 1.049 -0.496 -0.843
O 0.269 -2.433 0.134
C -1.150 1.232 0.367
C -2.212 1.825 0.168
C 0.866 0.235 0.301
C 0.693 -1.796 -0.795
H -3.048 2.359 0.502
H 0.834 -2.137 -1.768
H 0.683 -0.261 1.286
```

## Properties
total energy	-764.6898	Eh
HOMO-LUMO gap (alpha / beta)	9.128 / 9.129	eV
energy relative to the best compared isomer or geometry (same formula, charge and spin)	118.65	kcal/mol
multiplicity	1



Entry 3:
This record from the OMol25 dataset describes a single C4H3ClOS molecule. The level of theory is ωB97M-V with the def2-TZVPD basis set.

XYZ file:
```
10
C4H3ClOS, DFT ωB97M-V with the def2-TZVPD basis set
Cl 2.843 -0.925 -0.079
S -1.198 -1.835 0.167
O -2.712 0.136 -0.390
C -0.571 0.789 0.392
C 0.803 0.573 0.279
C -1.564 -0.088 -0.109
C 1.280 -0.503 -0.450
H 1.533 1.328 0.554
H -1.077 1.772 0.610
H 0.663 -1.245 -0.975
```

## Properties
total energy	-1087.6982	Eh
HOMO-LUMO gap (alpha / beta)	5.567 / 5.589	eV
energy relative to the best compared isomer or geometry (same formula, charge and spin)	77.94	kcal/mol
multiplicity	1



Entry 4:
This record from the OMol25 dataset describes 2 unconnected molecules or ions with the total composition C4H3ClOS. The level of theory is ωB97M-V with the def2-TZVPD basis set.

XYZ file:
```
10
C4H3ClOS, DFT ωB97M-V with the def2-TZVPD basis set
Cl 1.451 0.119 -0.374
S 2.082 -1.803 -2.421
O 3.619 3.035 -1.155
C 1.309 -1.448 -1.093
C 0.086 -2.483 0.827
C 0.416 -2.413 -0.442
C 2.671 2.445 -1.296
H -0.585 -3.286 1.295
H -0.017 -3.270 -1.076
H 0.496 -1.873 1.540
```

## Properties
total energy	-1087.7694	Eh
HOMO-LUMO gap	8.336	eV
energy relative to the best compared isomer or geometry (same formula, charge and spin)	33.28	kcal/mol
multiplicity	1



Entry 5:
This record from the OMol25 dataset describes a molecular structure, C4H3CoO4. The level of theory is ωB97M-V with the def2-TZVPD basis set.

XYZ file:
```
12
C4H3CoO4, DFT ωB97M-V with the def2-TZVPD basis set
Co 1.249 1.274 -2.079
O 1.377 -2.074 0.825
O -0.186 -0.767 1.863
O 0.428 0.231 -0.293
O 0.844 -0.367 -3.107
C -0.854 0.484 1.591
C -0.582 0.780 0.169
C 0.643 -1.374 -3.597
C 0.678 -1.190 1.055
H -1.931 0.359 1.781
H -0.413 1.257 2.241
H -1.253 1.388 -0.450
```

## Properties
charge	+4
total energy	-1835.5033	Eh
HOMO-LUMO gap (alpha / beta)	8.686 / 2.797	eV
energy relative to the best compared isomer or geometry (same formula, charge and spin)	1.67	kcal/mol
multiplicity	5



Entry 6:
This record from the OMol25 dataset describes a molecular structure, C4H3CoO5. The level of theory is ωB97M-V with the def2-TZVPD basis set.

XYZ file:
```
13
C4H3CoO5, DFT ωB97M-V with the def2-TZVPD basis set
Co 1.417 1.660 1.044
O 4.325 2.422 1.789
O 0.165 -2.415 -1.298
O -1.586 0.198 -0.143
O -0.459 1.976 0.547
O 0.613 0.076 0.336
C 3.172 2.543 1.532
C -1.626 -1.214 -0.296
C -0.724 -1.610 -1.441
C -0.448 0.755 0.238
H -0.921 -1.120 -2.419
H -2.650 -1.556 -0.508
H -1.278 -1.714 0.620
```

## Properties
total energy	-1913.0974	Eh
HOMO-LUMO gap (alpha / beta)	6.174 / 9.046	eV
energy relative to the best compared isomer or geometry (same formula, charge and spin)	0.00	kcal/mol
multiplicity	5



Entry 7:
This record from the OMol25 dataset describes a molecular structure, C4H3CrN2S5SbSe. The level of theory is ωB97M-V with the def2-TZVPD basis set.

XYZ file:
```
17
C4H3CrN2S5SbSe, DFT ωB97M-V with the def2-TZVPD basis set
Sb 3.239 1.925 0.260
Se 0.232 -5.297 -0.313
Cr 0.824 -0.506 0.137
S 3.209 -0.289 -0.392
S 5.009 3.017 1.392
S 4.791 3.444 -0.828
S -3.632 -0.880 -0.106
S 1.055 2.385 0.794
N 0.642 -2.415 -0.164
N -1.311 -0.021 0.244
C -2.067 1.043 -0.180
C 0.434 -3.608 -0.146
C -2.008 -1.118 0.351
C -3.356 0.794 -0.339
H -4.061 1.529 -0.710
H -1.478 -2.040 0.351
H -1.521 2.036 -0.352
```

## Properties
charge	-2
total energy	-5940.8504	Eh
HOMO-LUMO gap (alpha / beta)	1.973 / 1.994	eV
energy relative to the best compared isomer or geometry (same formula, charge and spin)	49.73	kcal/mol
multiplicity	5



Entry 8:
This record from the OMol25 dataset describes 2 unconnected molecules or ions with the total composition C4H3F4I. The level of theory is ωB97M-V with the def2-TZVPD basis set.

XYZ file:
```
12
C4H3F4I, DFT ωB97M-V with the def2-TZVPD basis set
I -3.052 -5.329 0.888
F -0.321 2.272 0.598
F 1.778 1.588 0.209
F -0.797 0.880 -2.050
F 0.639 2.473 -1.771
C 0.343 1.174 -1.430
C 0.358 1.180 0.182
C 0.028 -1.214 1.247
C 0.155 0.080 1.217
H 1.063 0.357 -1.580
H 0.092 -1.750 2.174
H -0.286 -1.712 0.315
```

## Properties
total energy	-851.2079	Eh
HOMO-LUMO gap (alpha / beta)	9.313 / 6.350	eV
energy relative to the best compared isomer or geometry (same formula, charge and spin)	79.20	kcal/mol
multiplicity	1



Entry 9:
This record from the OMol25 dataset describes 2 unconnected molecules or ions with the total composition C4H3F4IN4. The level of theory is ωB97M-V with the def2-TZVPD basis set.

XYZ file:
```
16
C4H3F4IN4, DFT ωB97M-V with the def2-TZVPD basis set
I -2.851 2.263 0.783
F -0.924 0.087 -2.927
F -0.146 2.602 -1.454
F -2.142 -0.325 -1.193
F -2.493 1.481 -2.368
N 0.184 -0.704 0.059
N 1.650 0.291 1.388
N 1.107 -0.855 1.007
N 1.186 1.214 0.729
C -0.589 1.396 -1.037
C -1.588 0.615 -1.924
C 0.257 0.670 -0.119
C 1.531 -2.078 1.656
H 1.223 -2.892 0.954
H 1.016 -2.042 2.614
H 2.579 -1.722 1.832
```

## Properties
total energy	-1070.2953	Eh
HOMO-LUMO gap (alpha / beta)	7.756 / 6.508	eV
energy relative to the best compared isomer or geometry (same formula, charge and spin)	4.67	kcal/mol
multiplicity	1



Entry 10:
This record from the OMol25 dataset describes 3 unconnected molecules or ions with the total composition C4H3F5N4. The level of theory is ωB97M-V with the def2-TZVPD basis set.

XYZ file:
```
16
C4H3F5N4, DFT ωB97M-V with the def2-TZVPD basis set
F -1.721 -0.331 3.168
F -0.704 1.281 -2.389
F 1.835 -2.075 -2.029
F -1.583 1.382 1.893
F -3.478 0.259 2.042
N 0.737 0.898 -0.213
N 1.050 -1.038 -1.492
N 3.901 -0.506 0.344
N -1.535 -1.091 -0.199
C -1.820 -0.647 0.803
C 2.825 -0.413 -0.083
C -2.139 0.164 2.000
C 1.507 -0.030 -0.608
H 0.585 -0.615 -2.350
H 0.747 1.531 0.566
H -0.206 1.231 -1.452
```

## Properties
SMILES string	[H]/N=C(\C#N)NF.N#CC(F)(F)F.F
total energy	-872.4347	Eh
HOMO-LUMO gap (alpha / beta)	10.444 / 10.443	eV
energy relative to the best compared isomer or geometry (same formula, charge and spin)	0.00	kcal/mol
multiplicity	1



Entry 11:
This record from the OMol25 dataset describes a single C4H3FO2 molecule. The level of theory is ωB97M-V with the def2-TZVPD basis set.

XYZ file:
```
10
C4H3FO2, DFT ωB97M-V with the def2-TZVPD basis set
F 1.521 -0.708 -0.902
O -1.418 1.442 1.178
O 0.453 -1.105 1.679
C -0.597 0.731 0.654
C -0.683 0.222 -0.775
C 0.583 0.051 1.400
C 0.255 -0.540 -1.342
H 0.052 -1.149 -2.231
H -1.663 0.392 -1.226
H 1.496 0.665 1.566
```

## Properties
SMILES string	O=CC(=O)/C=C\F
total energy	-404.4990	Eh
HOMO-LUMO gap	9.544	eV
energy relative to the best compared isomer or geometry (same formula, charge and spin)	16.82	kcal/mol
multiplicity	1



Entry 12:
This record from the OMol25 dataset describes a single C4H3FO2 molecule. The level of theory is ωB97M-V with the def2-TZVPD basis set.

XYZ file:
```
10
C4H3FO2, DFT ωB97M-V with the def2-TZVPD basis set
F -1.648 1.180 0.707
O 0.209 -1.261 -0.779
O -2.089 -0.593 -0.918
C 1.055 -0.959 0.135
C -0.489 0.815 -0.049
C 0.766 0.185 0.684
C -0.860 -0.368 -0.803
H 1.848 -1.746 0.391
H -0.118 1.852 -0.482
H 1.326 0.894 1.113
```

## Properties
total energy	-404.3289	Eh
HOMO-LUMO gap (alpha / beta)	6.697 / 7.127	eV
energy relative to the best compared isomer or geometry (same formula, charge and spin)	42.26	kcal/mol
multiplicity	3



Entry 13:
This record from the OMol25 dataset describes a single C4H3FO3 molecule. The level of theory is ωB97M-V with the def2-TZVPD basis set.

XYZ file:
```
11
C4H3FO3, DFT ωB97M-V with the def2-TZVPD basis set
F -1.389 0.535 2.325
O 0.573 -0.758 -1.702
O 0.091 1.586 0.962
O -1.348 -1.711 0.430
C 0.442 -0.047 -0.582
C -0.637 0.487 1.274
C 0.618 1.293 -0.308
C -0.436 -0.593 0.445
H 1.387 1.939 -0.669
H -1.023 -2.272 -0.386
H 1.724 -0.460 -1.789
```

## Properties
SMILES string	Oc1coc(F)c1O
total energy	-479.6907	Eh
HOMO-LUMO gap	8.453	eV
energy relative to the best compared isomer or geometry (same formula, charge and spin)	62.55	kcal/mol
multiplicity	1



Entry 14:
This record from the OMol25 dataset describes a single C4H3FO3 molecule. The level of theory is ωB97M-V with the def2-TZVPD basis set.

XYZ file:
```
11
C4H3FO3, DFT ωB97M-V with the def2-TZVPD basis set
F -0.280 -1.485 0.946
O 1.910 0.958 -0.172
O -0.930 1.899 0.610
O -0.620 -0.208 -2.118
C -0.392 0.922 1.086
C -0.976 -0.448 -0.986
C 1.411 -0.145 -0.246
C -0.024 -0.358 0.215
H 1.942 -1.004 -0.581
H -1.964 -0.981 -0.910
H -0.077 0.851 2.155
```

## Properties
SMILES string	O=CC(F)(C=O)C=O
total energy	-479.7386	Eh
HOMO-LUMO gap	10.521	eV
energy relative to the best compared isomer or geometry (same formula, charge and spin)	32.50	kcal/mol
multiplicity	1



Entry 15:
This record from the OMol25 dataset describes a molecular structure, C4H3FO5Zn. The level of theory is ωB97M-V with the def2-TZVPD basis set.

XYZ file:
```
14
C4H3FO5Zn, DFT ωB97M-V with the def2-TZVPD basis set
Zn 1.791 1.426 0.596
F -2.494 -0.050 0.387
O -0.128 1.821 0.867
O 0.821 -1.402 -0.118
O 0.696 2.312 -1.107
O 2.952 -1.109 -0.498
O -0.870 0.779 -0.988
C -0.162 1.761 -0.391
C 1.958 -0.596 -0.019
C -0.382 -1.076 0.541
C -1.387 -0.358 -0.369
H -0.217 -0.492 1.453
H -0.859 -2.019 0.840
H -1.719 -0.998 -1.195
```

## Properties
total energy	-2409.5850	Eh
HOMO-LUMO gap	7.895	eV
multiplicity	1



Entry 16:
This record from the OMol25 dataset describes a molecular structure, C4H3HgO. The level of theory is ωB97M-V with the def2-TZVPD basis set.

XYZ file:
```
9
C4H3HgO, DFT ωB97M-V with the def2-TZVPD basis set
Hg 0.643 1.908 0.149
O 2.028 0.591 0.069
C -0.023 -0.438 0.068
C 1.306 -0.500 0.271
C -2.590 -0.052 -0.116
C -1.280 -0.214 -0.051
H 1.999 -1.191 -0.320
H -3.043 0.939 -0.051
H -3.247 -0.923 -0.152
```

## Properties
charge	+1
total energy	-382.3576	Eh
HOMO-LUMO gap (alpha / beta)	5.423 / 5.424	eV
multiplicity	1



Entry 17:
This record from the OMol25 dataset describes a single C4H3I molecule. The level of theory is ωB97M-V with the def2-TZVPD basis set.

XYZ file:
```
8
C4H3I, DFT ωB97M-V with the def2-TZVPD basis set
I 0.306 -0.650 2.629
C 0.207 0.523 -0.361
C -0.338 -0.835 -0.276
C -0.902 -0.859 1.057
C 0.392 1.657 -0.737
H -1.047 -0.880 -0.985
H 0.505 -1.513 -0.408
H 0.877 2.558 -0.918
```

## Properties
total energy	-451.6884	Eh
HOMO-LUMO gap (alpha / beta)	7.455 / 7.455	eV
energy relative to the best compared isomer or geometry (same formula, charge and spin)	79.10	kcal/mol
multiplicity	1



Entry 18:
This record from the OMol25 dataset describes a single C4H3I molecule. The level of theory is ωB97M-V with the def2-TZVPD basis set.

XYZ file:
```
8
C4H3I, DFT ωB97M-V with the def2-TZVPD basis set
I -1.936 -2.497 -1.749
C 1.017 1.033 1.169
C 0.406 0.310 0.358
C -0.847 -1.101 -1.022
C -0.494 -0.528 0.181
H 1.073 2.131 0.620
H 1.474 0.836 2.074
H -0.693 -0.185 -1.631
```

## Properties
total energy	-451.6259	Eh
HOMO-LUMO gap (alpha / beta)	7.076 / 6.934	eV
energy relative to the best compared isomer or geometry (same formula, charge and spin)	60.52	kcal/mol
multiplicity	3



Entry 19:
This record from the OMol25 dataset describes 2 unconnected molecules or ions with the total composition C4H3I. The level of theory is ωB97M-V with the def2-TZVPD basis set.

XYZ file:
```
8
C4H3I, DFT ωB97M-V with the def2-TZVPD basis set
I -3.905 0.562 0.639
C 0.544 -0.076 -0.540
C -0.330 0.700 -0.850
C 1.566 -0.905 -0.178
C 2.590 -1.500 0.096
H -2.976 1.682 1.179
H -0.900 1.583 -0.814
H 3.412 -2.045 0.467
```

## Properties
total energy	-451.6058	Eh
HOMO-LUMO gap (alpha / beta)	6.364 / 6.653	eV
energy relative to the best compared isomer or geometry (same formula, charge and spin)	73.15	kcal/mol
multiplicity	3



Entry 20:
This record from the OMol25 dataset describes a molecular structure, C4H3LiLuO2. The level of theory is ωB97M-V with the def2-TZVPD basis set.

XYZ file:
```
11
C4H3LiLuO2, DFT ωB97M-V with the def2-TZVPD basis set
Lu -2.608 -2.315 1.014
O -0.125 2.246 -0.315
O -1.456 -0.548 0.417
C 0.483 1.214 -0.460
C 1.016 -0.684 0.175
C -0.329 -0.383 -0.358
C 1.661 0.524 -0.057
Li -2.171 1.247 0.327
H 2.705 0.779 -0.231
H -0.496 -0.642 -1.415
H 1.322 -1.438 0.905
```

## Properties
charge	+3
total energy	-1546.4115	Eh
HOMO-LUMO gap (alpha / beta)	3.620 / 3.311	eV
energy relative to the best compared isomer or geometry (same formula, charge and spin)	60.75	kcal/mol
multiplicity	1